--- w ---
This record from the OMol25 dataset describes 2 unconnected molecules or ions with the total composition C2H8S2. The level of theory is ωB97M-V with the def2-TZVPD basis set.

Each line ends with the Mulliken charge.
Positions of all 12 atoms, in Å:
C 3.182 -2.714 -0.105  -0.8117
S 1.692 -2.720 1.162  -0.1960
H 3.000 -2.310 -1.147  0.3039
H 4.165 -2.492 0.245  0.3216
H 3.098 -3.734 -0.593  0.2444
H 1.799 -1.292 1.308  0.1377
C -2.837 2.611 0.360  -0.7549
S -3.194 1.663 -1.298  -0.1876
H -1.697 2.810 0.258  0.2571
H -3.384 3.500 0.686  0.2925
H -2.930 1.894 1.114  0.2672
H -2.893 2.784 -1.989  0.1257

Results
charge = 0
molecular weight = 96.22 g mol⁻¹
multiplicity = 1
HOMO-LUMO gap = 9.873 eV
LUMO level = 0.0266 Ha

***

--- x ---
This record from the OMol25 dataset describes 2 unconnected molecules or ions with the total composition C2H8S2. The level of theory is ωB97M-V with the def2-TZVPD basis set.

Each line ends with the Mulliken charge.
Positions of all 12 atoms, in Å:
C -1.646 0.567 -0.061  -0.7145
S -0.133 1.461 0.324  -0.0734
C 0.924 0.694 -0.932  -0.7259
H -1.944 0.760 -1.088  0.2704
H -1.534 -0.497 0.121  0.2092
H -2.432 0.934 0.595  0.2945
H 1.952 1.014 -0.746  0.2924
H 0.611 1.037 -1.912  0.3006
H 0.871 -0.386 -0.848  0.1794
S 0.680 -2.298 1.558  -0.3453
H 1.808 -2.183 0.846  0.1354
H 0.843 -1.105 2.145  0.1772

Results
charge = 0
molecular weight = 96.22 g mol⁻¹
multiplicity = 1
HOMO-LUMO gap = 9.375 eV
LUMO level = 0.0301 Ha

***

--- y ---
This record from the OMol25 dataset describes 2 unconnected molecules or ions with the total composition C2H8S2. The level of theory is ωB97M-V with the def2-TZVPD basis set.

Each line ends with the Mulliken charge.
Positions of all 12 atoms, in Å:
C -0.430 -1.104 0.100  -0.8379
C 0.872 -0.529 -0.335  -0.4188
S 2.327 -1.591 -0.327  -0.2824
H -0.367 -1.795 0.995  0.2945
H -0.788 -1.923 -0.754  0.2289
H -1.280 -0.416 0.056  0.2189
H 0.727 -0.174 -1.346  0.2978
H 1.183 0.303 0.192  0.3906
H 3.087 -1.305 -1.452  0.1197
S -2.212 2.538 1.275  -0.2952
H -1.842 2.562 0.008  0.1349
H -1.276 3.434 1.589  0.1490

Results
charge = 0
molecular weight = 96.22 g mol⁻¹
multiplicity = 1
HOMO-LUMO gap = 9.689 eV
LUMO level = 0.0258 Ha

***

Short version: x is the most stable of them.